Entry 1
Molecular formula: C5H9P
Method: DFT, ωB97M-V with the def2-TZVPD basis set

Computed properties:
M   100.1 g/mol
Lowest unoccupied orbital energy   1.1231 eV
HOMO level   -0.3196 Ha
Orbital gap   9.82 eV
SMILES string   C=C1CP1CC

ORCA input file:
```
! wB97M-V def2-TZVPD RIJCOSX def2/J DEFGRID3
* xyz 0 1
C -2.096 0.145 1.106
C -1.512 -0.292 0.038
C -1.185 -0.096 -1.351
P -0.230 -1.432 -0.540
C 1.447 -0.530 -0.412
C 1.741 0.458 0.696
H -2.031 -0.202 2.063
H -2.860 0.903 1.119
H -2.156 -0.355 -1.884
H -0.629 0.693 -1.827
H 2.187 -1.340 -0.384
H 1.571 -0.075 -1.461
H 1.313 1.488 0.653
H 1.597 0.003 1.737
H 2.843 0.632 0.448
*
```

Atomic partial charges in e from the Löwdin method, atoms 1 to 5: 0.0054 -0.5508 -0.3542 0.9509 -0.4834



Entry 2
Molecular formula: C5H9P
Method: DFT, ωB97M-V with the def2-TZVPD basis set

Computed properties:
M   100.1 g/mol
Lowest unoccupied orbital energy (spin up / spin down)   -1.0215 / -0.9312 eV
HOMO level (spin up / spin down)   -0.3055 / -0.2892 Ha
Orbital gap (spin up / spin down)   7.29 / 6.94 eV

ORCA input file:
```
! wB97M-V def2-TZVPD RIJCOSX def2/J DEFGRID3
* xyz 0 1
C -1.299 -1.882 0.162
C 2.082 -0.464 -0.134
C 1.018 0.241 -0.860
C 0.949 0.080 0.678
C -1.538 1.083 0.058
P -0.603 -0.363 -0.230
H -1.993 -2.373 -0.573
H -0.377 -2.522 -0.058
H 2.068 -1.609 -0.046
H 3.046 0.090 -0.099
H 0.597 2.749 -0.806
H 0.891 0.795 1.501
H -0.824 1.985 -0.361
H -2.572 0.961 -0.296
H -1.444 1.229 1.064
*
```

Atomic partial charges in e from the Löwdin method, atoms 1 to 5: -0.2524 -0.2216 -0.2248 -0.3383 -0.2482



Entry 3
Molecular formula: C5H9P
Method: DFT, ωB97M-V with the def2-TZVPD basis set

Computed properties:
M   100.1 g/mol
Lowest unoccupied orbital energy   0.7041 eV
HOMO level   -0.2821 Ha
Orbital gap   8.38 eV

ORCA input file:
```
! wB97M-V def2-TZVPD RIJCOSX def2/J DEFGRID3
* xyz 0 1
C 1.371 1.768 0.110
C -2.034 0.515 -0.193
C -1.159 -0.559 -0.677
C -0.932 -0.012 0.781
C 1.625 -1.198 -0.027
P 0.558 0.287 -0.068
H 2.386 1.666 -0.218
H 0.750 2.746 -0.092
H -2.030 1.467 -0.494
H -2.996 0.306 -0.003
H -1.720 -1.869 -0.884
H -1.277 -0.443 1.689
H 2.074 -1.397 0.874
H 1.057 -2.127 -0.014
H 2.328 -1.148 -0.782
*
```

Atomic partial charges in e from the Löwdin method, atoms 1 to 5: -0.2578 -0.2123 -0.2591 -0.3432 -0.1904



Which structure loses on stability? entry 2 does.